[1]
Computed, not measured: a molecular structure, C62H43F9N3O6PTl, with ωB97M-V/def2-TZVPD.

Summary:
largest force on an atom	0.1	eV Å⁻¹
HOMO level	-6.132	eV
E	-120189.881	eV
molecular weight	1332.380	u
relative energy (zero: lowest compared OMol25 entry of this formula, charge and spin)	0.000	eV
gap between HOMO and LUMO	8.21	eV

Geometry as ORCA input:
```
! RIJCOSX wB97M-V def2-TZVPD def2/J DEFGRID3
* xyz -1 1
Tl 0.7029 -0.0311 1.1675
O -0.8790 -1.2427 0.4898
C -0.9616 -2.6291 0.4160
C 0.3780 -3.2825 -0.0468
C 1.3905 -3.3871 1.0573
C 1.6939 -4.5990 1.6675
C 2.5851 -4.6098 2.7249
C 3.1647 -3.4209 3.1378
C 2.8322 -2.2490 2.4746
C 3.4205 -0.9222 2.8454
C 2.4294 -0.0568 3.6977
O 1.1239 -0.1659 3.2414
C 2.8637 1.4132 3.6755
C 1.8818 2.3810 3.8781
C 2.1949 3.7305 3.8466
C 3.5018 4.1383 3.6123
C 4.4865 3.1842 3.4110
C 4.1689 1.8318 3.4419
C 2.4702 -0.6194 5.1257
C 1.5040 -1.5421 5.5123
C 1.5549 -2.1357 6.7661
C 2.5715 -1.8128 7.6541
C 3.5353 -0.8870 7.2772
C 3.4836 -0.2954 6.0226
N 1.9585 -2.2503 1.4582
C -2.0775 -2.8951 -0.6062
C -1.8235 -3.1331 -1.9502
C -2.8636 -3.2623 -2.8641
C -4.1788 -3.1644 -2.4409
C -4.4454 -2.9230 -1.0985
C -3.4047 -2.7824 -0.1959
C -1.3429 -3.2791 1.7547
C -1.6506 -4.6391 1.8025
C -1.9379 -5.2624 3.0048
C -1.9283 -4.5292 4.1866
C -1.6414 -3.1748 4.1433
C -1.3513 -2.5495 2.9335
H 0.1782 -4.2817 -0.4368
H 0.7847 -2.6657 -0.8526
H 1.2148 -5.5075 1.3285
H 2.8244 -5.5386 3.2278
H 3.8613 -3.3910 3.9652
H 4.3444 -1.0742 3.4045
H 3.6629 -0.3819 1.9300
H 0.8635 2.0508 4.0392
H 1.4140 4.4671 3.9917
H 3.7475 5.1921 3.5740
H 5.5060 3.4897 3.2104
H 4.9527 1.1079 3.2567
H 0.7135 -1.7825 4.8150
H 0.7950 -2.8553 7.0479
H 2.6094 -2.2721 8.6342
H 4.3273 -0.6169 7.9653
H 4.2347 0.4351 5.7462
H -0.8049 -3.2032 -2.3085
H -2.6389 -3.4321 -3.9104
H -4.9908 -3.2596 -3.1514
H -5.4693 -2.8261 -0.7591
H -3.6176 -2.5762 0.8461
H -1.6791 -5.2133 0.8820
H -2.1761 -6.3192 3.0222
H -2.1530 -5.0117 5.1299
H -1.6459 -2.5888 5.0550
H -1.1464 -1.4886 2.9128
O -1.3923 0.7766 2.6018
C -1.8717 1.8925 2.6723
C -1.6562 3.0061 1.7651
C -2.2993 4.2004 2.0811
C -2.1647 5.3042 1.2737
C -1.3717 5.2481 0.1142
C -0.7347 4.0894 -0.2170
C -0.8469 2.9079 0.5839
O -0.2508 1.8461 0.2172
N -2.8465 6.5334 1.6218
O -3.5261 6.5545 2.6367
O -2.7216 7.4905 0.8746
H -2.5595 2.1272 3.5098
H -2.9164 4.2660 2.9685
H -1.2761 6.1337 -0.4989
H -0.1089 4.0260 -1.0962
N 3.3848 0.9747 -0.5805
C 2.4433 0.6681 0.0120
F 3.3820 -2.0220 -8.2443
C 2.1080 -2.3523 -7.9451
F 2.0649 -3.6930 -7.8579
F 1.3665 -2.0031 -9.0168
C 1.6320 -1.6764 -6.6943
C 1.4362 -2.3957 -5.5255
C 1.0190 -1.7323 -4.3819
C 0.7724 -0.3613 -4.3917
C 0.9907 0.3469 -5.5723
C 1.4190 -0.3041 -6.7170
P 0.1758 0.3720 -2.8091
C 0.3958 2.1581 -3.1845
C 1.6584 2.6942 -2.9198
C 1.9216 4.0301 -3.1690
C 0.9170 4.8469 -3.6742
C -0.3435 4.3309 -3.9321
C -0.6010 2.9890 -3.6866
C 1.2167 6.2858 -3.9754
F 2.0834 6.8211 -3.0976
F 0.1131 7.0544 -3.9626
F 1.7726 6.4341 -5.2001
C -1.6388 0.2039 -3.0428
C -2.4216 0.3431 -1.8977
C -3.8025 0.2681 -1.9815
C -4.4061 0.0274 -3.2065
C -3.6384 -0.1309 -4.3514
C -2.2584 -0.0390 -4.2670
C -5.8998 -0.0545 -3.3007
F -6.4695 -0.4328 -2.1427
F -6.3034 -0.9333 -4.2421
F -6.4536 1.1334 -3.6312
H 1.6157 -3.4618 -5.5067
H 0.8872 -2.2869 -3.4600
H 0.8198 1.4158 -5.6005
H 1.5811 0.2513 -7.6323
H 2.4289 2.0676 -2.4872
H 2.8974 4.4417 -2.9478
H -1.1258 4.9758 -4.3094
H -1.5917 2.5980 -3.8770
H -1.9437 0.4806 -0.9355
H -4.4044 0.3638 -1.0879
H -4.1161 -0.3342 -5.3010
H -1.6647 -0.1680 -5.1636
*
```

[2]
Computed, not measured: a molecular structure, C62H58F11INO5S in a non-equilibrium geometry, with ωB97M-V/def2-TZVPD.

Summary:
largest force on an atom	3.8	eV Å⁻¹
HOMO level	-10.330	eV
E	-125778.583	eV
molecular weight	1265.097	u
gap between HOMO and LUMO	5.62	eV

Geometry as ORCA input:
```
! RIJCOSX wB97M-V def2-TZVPD def2/J DEFGRID3
* xyz 1 1
C 4.2421 -7.2865 -0.2907
C 4.9748 -6.5152 -1.4520
O 4.0906 -5.8604 -2.3869
C 3.1952 -5.0182 -1.6278
C 2.6602 -3.7441 -2.4566
O 2.4418 -2.6668 -1.5153
C 1.3721 -2.9859 -0.6071
C 1.8651 -3.1317 0.8882
O 1.3204 -4.2549 1.5951
C -0.0114 -3.9796 2.0625
C -1.0555 -4.4394 0.9977
C -1.0419 -5.8632 0.5628
C -0.0735 -6.9134 1.1588
F 1.1419 -6.7452 0.5230
F -0.4212 -8.2113 0.9629
F 0.0933 -6.7986 2.5232
C -2.0042 -6.2098 -0.4978
C -2.1102 -7.6298 -1.1467
O -3.1867 -8.1464 -1.1987
O -1.0154 -8.2965 -1.6796
I -0.3524 -7.4285 -3.3684
C -2.9592 -5.2200 -1.0655
C -2.8950 -3.8940 -0.5195
N -1.9593 -3.5374 0.4594
S -2.1014 -1.8456 0.9178
H 3.8240 -6.6061 0.5031
H 3.3963 -7.9156 -0.6668
H 5.0053 -7.9408 0.2185
H 5.6146 -5.6992 -1.0005
H 5.6428 -7.2442 -1.9867
H 3.7285 -4.6493 -0.7126
H 2.2816 -5.6341 -1.4102
H 1.6633 -3.9824 -2.9338
H 3.4081 -3.4412 -3.2268
H 0.7817 -3.8874 -0.9600
H 0.6442 -2.1190 -0.6889
H 2.9792 -3.3023 0.8406
H 1.7303 -2.1463 1.3968
H -0.2372 -4.5428 3.0144
H -0.0351 -2.8969 2.3309
H -3.6782 -5.5002 -1.8640
H -3.6202 -3.1382 -0.9200
H -1.8505 -1.7296 2.2773
F 4.5341 -1.7207 -4.8849
C 5.8200 -2.1207 -4.9457
C 6.1852 -3.3156 -4.3534
C 7.5090 -3.7309 -4.4191
C 8.4521 -2.9416 -5.0668
C 8.0723 -1.7407 -5.6538
C 6.7464 -1.3291 -5.5983
H 5.4399 -3.9157 -3.8451
H 7.8054 -4.6690 -3.9652
H 9.4847 -3.2642 -5.1138
H 8.8088 -1.1243 -6.1552
H 6.4304 -0.4005 -6.0575
F -5.2149 -3.7253 -2.6441
C -5.0756 -2.4281 -3.0043
C -5.8570 -1.4661 -2.3885
C -5.7076 -0.1330 -2.7552
C -4.7879 0.2162 -3.7392
C -4.0138 -0.7621 -4.3524
C -4.1535 -2.0927 -3.9795
H -6.5706 -1.7603 -1.6334
H -6.3040 0.6296 -2.2783
H -4.6753 1.2547 -4.0277
H -3.3012 -0.4885 -5.1212
H -3.5526 -2.8677 -4.4404
F -7.7669 -0.2576 -0.8665
C -7.9021 0.7078 0.0684
C -9.0645 0.7775 0.8145
C -9.1909 1.7656 1.7843
C -8.1576 2.6758 1.9881
C -7.0005 2.5965 1.2238
C -6.8697 1.6047 0.2625
H -9.8593 0.0632 0.6381
H -10.0923 1.8248 2.3819
H -8.2568 3.4462 2.7440
H -6.1940 3.3045 1.3751
H -5.9690 1.5235 -0.3330
F -3.0986 2.2105 2.2235
C -3.1653 3.1538 3.1874
C -4.3010 3.2252 3.9698
C -4.3863 4.1928 4.9625
C -3.3343 5.0827 5.1534
C -2.1972 5.0010 4.3547
C -2.1092 4.0265 3.3670
H -5.1090 2.5243 3.7952
H -5.2701 4.2539 5.5863
H -3.4016 5.8389 5.9243
H -1.3796 5.6974 4.5006
H -1.2295 3.9431 2.7398
F -4.3872 6.9536 7.1206
C -4.2360 8.2911 7.0168
C -3.4403 8.8062 6.0097
C -3.2885 10.1826 5.8992
C -3.9253 11.0247 6.8033
C -4.7181 10.4929 7.8137
C -4.8795 9.1174 7.9185
H -2.9456 8.1330 5.3195
H -2.6746 10.5985 5.1113
H -3.8028 12.0982 6.7191
H -5.2107 11.1499 8.5202
H -5.5002 8.6856 8.6938
F 9.5066 -5.1102 -6.8350
C 10.7896 -5.5097 -6.8938
C 11.1555 -6.7043 -6.3002
C 12.4798 -7.1183 -6.3655
C 13.4228 -6.3286 -7.0137
C 13.0424 -5.1282 -7.6015
C 11.7166 -4.7177 -7.5467
H 10.4082 -7.3019 -5.7928
H 12.7767 -8.0557 -5.9109
H 14.4565 -6.6508 -7.0601
H 13.7786 -4.5116 -8.1029
H 11.4001 -3.7896 -8.0067
F -1.9623 11.6739 3.1124
C -2.9371 11.2462 2.2887
C -3.5069 10.0039 2.5009
C -4.5159 9.5641 1.6541
C -4.9354 10.3672 0.5997
C -4.3509 11.6118 0.3948
C -3.3491 12.0574 1.2475
H -3.1624 9.3892 3.3207
H -4.9744 8.5958 1.8156
H -5.7200 10.0215 -0.0634
H -4.6756 12.2353 -0.4294
H -2.8884 13.0275 1.1085
F 0.7959 -0.8587 2.8549
C 1.3499 0.3793 2.8639
C 1.7382 0.9374 4.0666
C 2.3095 2.2031 4.0739
C 2.4748 2.8969 2.8800
C 2.0749 2.3244 1.6788
C 1.5132 1.0541 1.6690
H 1.5937 0.3846 4.9869
H 2.6251 2.6486 5.0093
H 2.9169 3.8862 2.8876
H 2.2003 2.8669 0.7496
H 1.2033 0.5879 0.7409
*
```

[3]
Computed, not measured: a molecular structure, C62H70AsBrCsN5O8PSeSi, with ωB97M-V/def2-TZVPD.

Summary:
largest force on an atom	0.4	eV Å⁻¹
HOMO level	-5.958	eV
E	-303213.528	eV
molecular weight	1439.020	u
relative energy (zero: lowest compared OMol25 entry of this formula, charge and spin)	0.044	eV
gap between HOMO and LUMO	7.56	eV

Geometry as ORCA input:
```
! RIJCOSX wB97M-V def2-TZVPD def2/J DEFGRID3
* xyz -1 1
Cs 0.9076 1.2042 0.5903
C -1.0054 4.2086 2.9068
O -1.1927 3.6245 1.6200
C -1.8973 4.3317 0.7102
C -2.5862 5.4967 0.9813
C -3.2706 6.1403 -0.0509
Br -4.2247 7.7385 0.3473
C -3.2761 5.6592 -1.3311
C -2.5760 4.4761 -1.6220
C -1.8982 3.8037 -0.6035
O -1.1996 2.6890 -0.7745
C -2.5050 3.9411 -2.9796
N -1.9615 2.7891 -3.2873
C -2.0790 2.6615 -4.6589
C -1.6701 1.6286 -5.4950
C -1.9008 1.7749 -6.8496
C -2.5281 2.9172 -7.3676
C -2.9486 3.9481 -6.5444
C -2.7128 3.7940 -5.1844
N -2.9753 4.5945 -4.0880
H -1.9443 4.2161 3.4683
H -0.6168 5.2254 2.8205
H -0.2505 3.6084 3.4078
H -2.5982 5.9139 1.9767
H -3.8206 6.1880 -2.1011
H -1.2347 2.3809 -1.7169
H -1.1805 0.7572 -5.0824
H -1.5837 0.9949 -7.5301
H -2.6848 2.9965 -8.4356
H -3.4313 4.8308 -6.9445
H -3.3873 5.5085 -4.1027
C -2.7474 -2.0223 3.2802
C -2.5566 -3.2404 4.1751
As -4.2786 -4.1694 4.4217
C -4.3344 -4.8859 2.5980
C -5.1768 -4.2717 1.6744
C -5.1591 -4.6480 0.3377
C -4.3067 -5.6573 -0.0847
C -3.4716 -6.2851 0.8305
C -3.4804 -5.8967 2.1624
C -3.6267 -5.7839 5.3126
C -4.4496 -6.9099 5.3260
C -4.0534 -8.0712 5.9706
C -2.8282 -8.1194 6.6244
C -2.0068 -7.0026 6.6265
C -2.4040 -5.8413 5.9736
P -1.2388 -1.1497 2.6567
C -0.2235 -0.9573 4.1698
C -0.1098 0.3362 4.6718
C 0.6506 0.5967 5.8064
C 1.3129 -0.4415 6.4404
C 1.2208 -1.7358 5.9371
C 0.4603 -1.9934 4.8085
C -0.3527 -2.4869 1.7801
C -1.0316 -3.4848 1.0820
C -0.3353 -4.3966 0.2987
C 1.0461 -4.3159 0.1987
C 1.7294 -3.3165 0.8806
C 1.0403 -2.4039 1.6662
H -3.3274 -1.2565 3.8026
H -3.3230 -2.2707 2.3826
H -2.1821 -2.9268 5.1502
H -1.8462 -3.9487 3.7439
H -5.8407 -3.4798 2.0036
H -5.7995 -4.1433 -0.3740
H -4.2843 -5.9461 -1.1279
H -2.8010 -7.0696 0.5014
H -2.8083 -6.3759 2.8650
H -5.4051 -6.8785 4.8133
H -4.7006 -8.9396 5.9638
H -2.5166 -9.0254 7.1288
H -1.0502 -7.0347 7.1330
H -1.7465 -4.9806 5.9765
H -0.5865 1.1531 4.1436
H 0.7492 1.6163 6.1586
H 1.9211 -0.2434 7.3147
H 1.7583 -2.5428 6.4210
H 0.4277 -2.9957 4.3970
H -2.1130 -3.5518 1.1319
H -0.8794 -5.1599 -0.2441
H 1.5883 -5.0219 -0.4182
H 2.8061 -3.2362 0.7903
H 1.5884 -1.6253 2.1894
Se -0.1958 -1.3285 -1.7462
N -1.3712 -0.2744 -0.9643
C -2.5748 -0.7193 -1.2814
C -3.7984 -0.1248 -0.8497
C -4.9673 -0.6513 -1.2945
C -4.9970 -1.7788 -2.1770
C -3.8591 -2.3891 -2.5956
C -2.6034 -1.8807 -2.1475
N -1.4166 -2.3622 -2.4898
H -3.7597 0.7359 -0.1937
H -5.9078 -0.2075 -0.9908
H -5.9587 -2.1438 -2.5178
H -3.8752 -3.2374 -3.2672
O 2.7084 0.2681 2.5236
C 2.8663 1.2725 3.2276
C 4.0858 1.4010 4.1417
C 3.9032 2.7860 4.7476
C 2.5316 3.2210 4.2125
O 1.9768 4.2473 4.5850
N 2.0280 2.3240 3.3155
H 4.9900 1.2796 3.5449
H 4.0496 0.5906 4.8716
H 4.6488 3.5070 4.4092
H 3.8867 2.8107 5.8371
C 4.6344 -0.2939 -0.5165
C 5.1998 1.0859 -0.8618
C 6.4314 0.9456 -1.7582
C 5.5604 1.8305 0.4190
O 4.2319 1.8903 -1.5230
Si 3.0790 1.4663 -2.6471
O 1.7455 0.9308 -2.0185
O 3.8719 0.4076 -3.6728
C 3.5171 0.0333 -4.9955
C 2.0107 0.1193 -5.2337
C 3.9871 -1.4087 -5.1718
C 4.2499 0.9518 -5.9730
O 2.8909 2.8309 -3.5973
C 2.6010 4.1575 -3.1868
C 1.7494 4.7692 -4.2970
C 1.8283 4.1914 -1.8687
C 3.9174 4.9203 -3.0422
H 5.4013 -0.8951 -0.0221
H 4.3103 -0.8024 -1.4268
H 3.7843 -0.1991 0.1618
H 7.2135 0.3762 -1.2502
H 6.8181 1.9364 -2.0068
H 6.1484 0.4392 -2.6811
H 6.3127 1.2811 0.9899
H 4.6689 1.9523 1.0383
H 5.9502 2.8213 0.1753
H 1.4775 -0.4810 -4.4937
H 1.7724 -0.2338 -6.2401
H 1.6802 1.1528 -5.1270
H 3.4613 -2.0537 -4.4652
H 5.0579 -1.4749 -4.9688
H 3.7942 -1.7582 -6.1891
H 3.9417 1.9832 -5.7992
H 4.0247 0.6704 -7.0051
H 5.3280 0.8794 -5.8126
H 0.8173 4.2066 -4.3964
H 2.2870 4.7132 -5.2460
H 1.5140 5.8149 -4.0826
H 0.9356 3.5712 -1.9427
H 1.5419 5.2207 -1.6365
H 2.4490 3.8105 -1.0533
H 4.4609 4.8953 -3.9894
H 4.5285 4.4355 -2.2793
H 3.7400 5.9607 -2.7594
*
```

Among the records above, which one has the highest HOMO level? C62H70AsBrCsN5O8PSeSi

Among the records above, which one has the lowest E? C62H70AsBrCsN5O8PSeSi

Which formula does entry 2 have? C62H58F11INO5S

What is the gap between HOMO and LUMO in the first record? 8.21 eV